{"formula": "C13H26IO18P2S4", "method": "ωB97M-V with the def2-TZVPD basis set", "charge": 1, "lumo_energy_ev": -4.5924, "e_homo_ev": -12.3, "species": ["C", "C", "P", "C", "C", "C", "I", "P", "O", "O", "H", "H", "H", "H", "H", "H", "H", "H", "H", "H", "C", "C", "O", "S", "O", "O", "O", "H", "H", "H", "H", "C", "C", "O", "S", "O", "O", "O", "H", "H", "H", "H", "C", "C", "O", "S", "O", "O", "O", "H", "H", "H", "H", "C", "C", "O", "S", "O", "O", "O", "H", "H", "H", "H"], "positions_angstrom": [[-4.4959, 2.2151, -0.5317], [-3.1030, 2.1507, -0.2248], [-1.2635, 2.7073, 0.0960], [-1.2226, 4.3260, 1.1678], [-1.1231, 5.6870, 0.2064], [-0.7699, 7.0483, 1.1067], [-3.0509, 6.1127, -0.8242], [-0.2669, 2.9191, -1.8308], [1.3470, 3.6356, -1.6463], [-1.1113, 3.9949, -2.9174], [-5.6096, 2.4196, -0.9104], [-0.5951, 1.6148, 0.7934], [-2.2294, 4.4508, 1.7744], [-0.2626, 4.3617, 1.8492], [-0.2355, 5.6023, -0.5867], [-0.9324, 7.9903, 0.3916], [-1.5537, 7.1869, 1.9910], [0.3530, 7.0389, 1.4990], [1.6174, 3.3037, -0.7191], [-0.5019, 4.7641, -3.1479], [6.2805, 3.7481, -1.2593], [6.4769, 4.2368, 0.1733], [5.5592, 5.3168, 0.3283], [4.2421, 5.0288, -0.5897], [3.2203, 4.4520, 0.2555], [4.0105, 6.1802, -1.4306], [4.8779, 3.8379, -1.5038], [6.7931, 4.4017, -1.9725], [6.6262, 2.7199, -1.3958], [7.5000, 4.5699, 0.3632], [6.2078, 3.4588, 0.8955], [-3.0547, -2.9081, -0.2077], [-2.3967, -2.5098, 1.1107], [-0.9979, -2.4813, 0.8359], [-0.7716, -2.0282, -0.7146], [-0.4855, -0.6108, -0.7332], [0.0695, -3.0095, -1.3593], [-2.3053, -2.2440, -1.2238], [-2.9767, -3.9869, -0.3770], [-4.1053, -2.6088, -0.2516], [-2.6172, -3.2146, 1.9159], [-2.7016, -1.5029, 1.4149], [-0.0708, -3.6208, 5.8865], [0.4361, -4.5589, 4.7944], [-0.5786, -5.5506, 4.6537], [-2.0286, -4.8734, 4.9690], [-2.6429, -4.5156, 3.7097], [-2.6962, -5.6696, 5.9723], [-1.4766, -3.5095, 5.6711], [0.0885, -4.0508, 6.8806], [0.4017, -2.6362, 5.8369], [1.3926, -5.0198, 5.0521], [0.5310, -4.0348, 3.8375], [-0.0921, -4.9268, -3.8475], [-1.4415, -4.8048, -4.5503], [-1.4548, -5.8526, -5.5171], [-0.5982, -7.1157, -4.9415], [-1.5249, -8.0631, -4.3629], [0.3912, -7.4840, -5.9272], [0.1488, -6.3277, -3.7254], [0.7095, -4.4952, -4.4556], [-0.0955, -4.4532, -2.8622], [-1.5736, -3.8334, -5.0326], [-2.2667, -4.9793, -3.8519]], "atomic_forces_ev_per_a": [[9.92, 0.46, 1.63], [-8.95, 1.47, -2.23], [-3.52, 1.42, 2.46], [-0.50, 1.71, 0.19], [1.62, 0.50, 0.69], [-0.57, 0.21, -0.32], [1.18, -0.44, 0.56], [1.98, 0.23, -5.12], [-3.33, -1.52, 2.29], [2.67, -0.24, 2.27], [2.99, -0.87, 1.14], [-0.56, 0.76, -0.74], [2.23, -0.55, -1.00], [-1.93, -0.45, -1.21], [-2.17, -0.02, 1.58], [0.54, -2.18, 1.57], [1.83, -0.48, -1.83], [-2.51, -0.12, -0.81], [0.26, 1.04, -1.81], [-1.06, -1.04, 0.47], [0.89, 0.24, -0.03], [0.21, -0.84, 0.06], [-1.07, 0.12, -0.92], [0.78, 0.54, -0.56], [0.60, 0.56, -0.84], [-0.12, -1.58, 1.46], [-0.84, 0.59, 0.97], [-0.02, -0.09, 0.09], [-0.31, 0.15, 0.01], [-0.30, 0.19, -0.04], [0.11, 0.03, -0.08], [-0.27, -0.70, 0.63], [-0.95, 0.24, 0.11], [0.55, 0.04, -1.38], [-0.33, -0.60, 0.24], [-0.05, -1.32, -0.21], [-0.76, 1.77, 0.94], [1.28, 0.69, 0.24], [-0.05, 0.10, 0.08], [0.29, 0.10, -0.16], [0.31, 0.07, -0.17], [-0.07, -0.08, -0.03], [0.64, -0.31, 0.37], [0.28, 0.64, -0.21], [-1.01, 0.33, 0.55], [-0.17, -0.53, 0.50], [0.41, -0.37, 1.50], [0.74, 1.09, -1.76], [-0.38, -0.66, -0.88], [0.04, 0.05, -0.11], [-0.30, -0.11, -0.06], [-0.32, -0.14, -0.01], [0.07, 0.01, 0.09], [0.06, 0.65, -0.19], [-0.09, 0.13, 0.61], [0.81, -0.55, 0.13], [0.04, -0.63, -0.15], [1.40, 1.08, -0.81], [-1.49, 0.31, 1.24], [-0.79, -0.53, -0.59], [-0.10, 0.02, 0.03], [0.03, -0.41, -0.28], [0.05, -0.30, -0.15], [0.07, 0.08, 0.00]], "lowdin_charge": [0.087, -0.244, 0.793, -0.382, -0.783, -0.195, 0.771, 0.808, -0.350, -0.373, 0.104, 0.039, 0.106, 0.113, 0.080, 0.084, 0.096, 0.099, 0.050, 0.087, -0.164, -0.168, -0.184, 0.679, -0.274, -0.218, -0.193, 0.138, 0.141, 0.143, 0.134, -0.158, -0.166, -0.190, 0.683, -0.294, -0.231, -0.195, 0.140, 0.142, 0.106, 0.131, -0.172, -0.172, -0.186, 0.691, -0.253, -0.216, -0.195, 0.136, 0.136, 0.141, 0.128, -0.176, -0.177, -0.194, 0.681, -0.236, -0.232, -0.192, 0.138, 0.093, 0.136, 0.129]}


{"formula": "C14H12BeF6N3O6S2", "method": "ωB97M-V with the def2-TZVPD basis set", "charge": -1, "lumo_energy_ev": 2.8862, "e_homo_ev": -4.9, "species": ["Be", "C", "C", "O", "C", "C", "C", "N", "N", "C", "O", "C", "C", "C", "C", "C", "C", "H", "H", "H", "H", "H", "H", "H", "H", "H", "H", "H", "H", "F", "C", "F", "F", "S", "O", "O", "N", "S", "O", "O", "C", "F", "F", "F"], "positions_angstrom": [[-0.5797, -0.8091, -0.2963], [-3.0104, 2.0772, 0.3564], [-2.1035, 0.9087, 0.6475], [-1.2902, 0.6005, -0.3157], [-2.1821, 0.2756, 1.8681], [-1.3415, -0.8213, 2.2367], [-1.4028, -1.4334, 3.6027], [-0.5378, -1.2443, 1.3222], [0.4307, -2.2141, 1.4824], [1.1439, -2.2024, 0.3824], [0.9079, -1.3655, -0.5923], [2.2555, -3.1712, 0.2502], [2.5945, -4.0166, 1.3049], [3.5956, -4.9590, 1.1469], [4.2736, -5.0599, -0.0609], [3.9390, -4.2195, -1.1127], [2.9300, -3.2821, -0.9616], [-3.7056, 1.7832, -0.4317], [-2.4245, 2.9189, -0.0146], [-3.5724, 2.3768, 1.2387], [-2.8949, 0.6370, 2.5955], [-1.7822, -0.7227, 4.3344], [-0.4167, -1.7869, 3.8993], [-2.0735, -2.2942, 3.5627], [2.0436, -3.9234, 2.2303], [3.8477, -5.6261, 1.9625], [5.0536, -5.8012, -0.1871], [4.4579, -4.3077, -2.0594], [2.6196, -2.6455, -1.7777], [-3.0496, -5.2034, -0.4317], [-2.0449, -4.3808, -0.1028], [-0.9796, -5.1549, 0.1301], [-2.3573, -3.7516, 1.0190], [-1.6574, -3.2544, -1.5867], [-1.6846, -1.8756, -1.1000], [-0.4425, -3.7887, -2.0955], [-2.8546, -3.4945, -2.5874], [-4.2109, -2.7933, -2.1190], [-5.3257, -3.2572, -2.8838], [-4.3485, -2.7406, -0.6928], [-4.0318, -0.9900, -2.6682], [-5.0554, -0.6765, -3.4818], [-4.0824, -0.1540, -1.6327], [-2.9069, -0.7758, -3.3526]], "atomic_forces_ev_per_a": [[0.06, 0.21, 0.47], [0.08, -0.14, -0.02], [-0.03, 0.21, 0.17], [-0.02, 0.01, -0.22], [-0.18, -0.03, 0.00], [0.15, -0.01, 0.01], [0.15, 0.03, -0.09], [-0.04, -0.04, -0.57], [0.16, -0.35, 0.28], [-0.13, 0.33, 0.28], [-0.05, -0.18, -0.12], [0.05, -0.10, -0.10], [-0.06, 0.06, -0.02], [0.03, -0.02, 0.04], [0.03, -0.01, -0.05], [0.07, -0.04, -0.03], [-0.14, 0.06, 0.07], [0.02, 0.10, 0.04], [0.03, -0.01, 0.01], [-0.01, 0.03, 0.00], [-0.02, 0.01, -0.04], [-0.03, 0.00, -0.01], [-0.03, -0.04, 0.01], [0.01, -0.02, 0.05], [0.02, -0.04, 0.03], [-0.01, 0.03, 0.02], [0.00, 0.01, 0.01], [-0.02, 0.01, 0.00], [0.04, 0.03, -0.03], [0.12, 0.14, 0.08], [-0.04, -0.45, -0.03], [0.05, 0.25, 0.02], [0.08, 0.20, -0.15], [-0.44, -0.54, -0.13], [0.33, -0.04, 0.17], [0.21, 0.08, -0.12], [0.01, 0.28, 0.30], [-0.55, 0.24, -0.05], [0.25, -0.20, -0.29], [-0.08, 0.14, 0.13], [-0.15, 0.03, -0.29], [0.09, -0.05, 0.12], [0.08, -0.19, -0.04], [-0.08, 0.01, 0.11]], "lowdin_charge": [0.096, -0.021, -0.403, -0.018, -0.011, -0.294, -0.019, -0.013, 0.126, -0.403, -0.020, -0.140, -0.032, -0.095, -0.107, -0.088, -0.018, 0.068, 0.083, 0.072, 0.095, 0.071, 0.070, 0.085, 0.104, 0.094, 0.092, 0.097, 0.117, 0.118, -0.640, 0.126, 0.147, 0.674, -0.237, -0.240, -0.288, 0.597, -0.283, -0.288, -0.638, 0.110, 0.129, 0.128]}


{"formula": "C25H48AlCl3N4O3SSi", "method": "ωB97M-V with the def2-TZVPD basis set", "relative_energy_kj_mol": 537.6, "lumo_energy_ev": -0.4700, "e_homo_ev": -6.1, "species": ["C", "C", "H", "H", "H", "C", "C", "H", "H", "H", "H", "Al", "Cl", "Cl", "H", "H", "C", "C", "N", "H", "C", "O", "H", "H", "H", "H", "H", "H", "C", "C", "N", "H", "C", "O", "H", "H", "H", "H", "O", "C", "C", "C", "H", "C", "H", "C", "H", "C", "C", "H", "H", "H", "Si", "Cl", "C", "C", "C", "H", "H", "H", "H", "H", "H", "H", "H", "H", "C", "N", "C", "C", "S", "N", "C", "C", "H", "H", "H", "H", "H", "H", "H", "H", "H", "H", "H", "H"], "positions_angstrom": [[-1.9041, -2.3830, -5.0824], [-1.1243, -2.8302, -3.8717], [-2.2315, -3.2631, -5.6576], [-1.2373, -1.7489, -5.6804], [-2.8202, -1.8473, -4.8023], [-0.5936, -4.0742, -3.7956], [-0.1554, -4.8648, -4.9880], [-0.3716, -4.5750, -2.8458], [0.4822, -4.2588, -5.6559], [-0.9801, -5.2595, -5.6018], [0.4069, -5.7266, -4.5829], [-0.8037, 0.8301, 1.0933], [-1.6851, -0.3401, 2.6857], [1.1392, 2.3317, -2.0904], [1.7409, 3.9656, 2.7370], [-1.0674, 6.0086, 2.9752], [1.4277, 4.5658, 1.8796], [-0.6099, 5.9640, 1.9614], [-0.0115, 4.6406, 1.7433], [1.8945, 4.0937, 1.0147], [-0.7284, 3.5959, 1.4416], [-0.2419, 2.4351, 1.6046], [-1.4171, 6.0315, 1.2209], [-1.7019, 3.6454, 0.9817], [1.7849, 5.5891, 1.9260], [0.2010, 6.6764, 1.7704], [1.5093, -0.1492, -2.6456], [3.3023, -2.8902, -1.1103], [2.4633, -0.3295, -2.1358], [3.4052, -1.9303, -0.6063], [2.2793, -1.0344, -0.8644], [3.0774, 0.5672, -2.0217], [1.5241, -0.7569, 0.2005], [0.7349, 0.2456, 0.3304], [3.4752, -2.0888, 0.4649], [1.6462, -1.4606, 1.0404], [3.0455, -1.0034, -2.7771], [4.2860, -1.4466, -1.0331], [0.1273, -0.9778, -3.4753], [-0.7790, -1.7922, -2.8337], [0.4211, -3.2137, -1.0151], [-0.7421, -2.5664, -1.4123], [1.2743, -3.1804, -1.7063], [0.4381, -3.9422, 0.1905], [-1.7005, -1.1819, -2.6597], [-1.9318, -2.7857, -0.6925], [1.3978, -4.3031, 0.5899], [-0.7666, -4.2384, 0.8491], [-1.9623, -3.6850, 0.3762], [-2.8615, -2.2932, -0.9968], [-0.7898, -4.9221, 1.6972], [-2.9158, -3.9343, 0.8523], [0.3195, 3.0757, -3.8441], [-2.4794, 1.0717, -0.0348], [1.6281, 4.0770, -4.6954], [-0.5654, 4.4841, -2.9400], [-0.8763, 2.0896, -4.9349], [2.4907, 3.4648, -4.9299], [1.9383, 4.9204, -4.0770], [1.2972, 4.5344, -5.6172], [-0.4356, 1.1458, -5.3266], [-1.1123, 2.7443, -5.8125], [-1.8592, 1.8712, -4.4575], [-1.4310, 4.1800, -2.3570], [-0.9206, 5.2764, -3.5853], [0.1529, 4.9739, -2.2598], [0.3832, 1.8324, 4.5978], [-0.1113, 0.6371, 5.2784], [-1.5455, 0.7150, 5.6498], [0.4132, -0.5926, 4.9764], [1.8185, -0.7644, 4.0908], [-0.3919, -1.6667, 5.3947], [-0.2472, -2.0757, 6.7988], [-0.6688, -2.7737, 4.4795], [0.4173, 2.6937, 5.2835], [-0.2721, 2.0954, 3.7570], [1.3773, 1.6389, 4.1798], [-1.8448, -0.2179, 6.1298], [-1.7135, 1.5526, 6.3294], [-2.1682, 0.8399, 4.7603], [-1.0368, -2.8078, 6.9957], [0.7374, -2.5346, 6.9800], [-0.3603, -1.2290, 7.4842], [-1.2642, -2.3987, 3.6390], [0.2369, -3.2339, 4.0590], [-1.2563, -3.5281, 5.0221]], "atomic_forces_ev_per_a": [[0.74, -0.25, -0.21], [0.07, -1.67, 0.37], [0.25, 0.33, 0.00], [-0.47, 0.06, -0.16], [0.36, 0.15, 0.11], [-0.38, 0.56, -0.09], [-0.30, -0.73, -0.18], [0.33, 0.77, -0.24], [-0.14, -0.32, 0.30], [0.15, 0.00, 0.06], [-0.07, 0.27, -0.63], [0.86, -1.80, 0.33], [0.53, 0.48, -0.64], [0.09, -0.22, 0.03], [-0.08, 0.31, 0.14], [0.64, 0.27, -0.62], [0.75, -0.63, 0.24], [-0.71, -0.71, -0.45], [-0.30, 0.44, 0.00], [-0.31, -0.06, -0.18], [0.81, -1.08, -0.03], [0.47, 0.83, -0.25], [0.16, 0.55, 0.21], [-0.63, 0.59, 0.23], [0.23, -0.16, 0.29], [-0.78, 0.16, 0.25], [-0.10, -0.28, 0.18], [-0.24, 0.00, -0.08], [0.16, 0.01, -0.54], [-0.10, -0.27, 0.08], [0.16, 0.90, 1.77], [-0.10, -0.06, 0.39], [0.47, 0.07, -1.11], [-0.23, -0.47, -0.28], [0.42, -0.14, 0.01], [-0.16, 0.40, -0.27], [-0.36, -0.02, 0.15], [0.08, -0.06, 0.49], [0.34, -0.90, 1.41], [-2.45, 0.86, 0.33], [-0.25, -0.28, 0.62], [0.65, 0.56, -1.34], [-0.29, 0.14, 0.58], [0.03, -0.23, -0.25], [-0.13, -0.08, 0.05], [0.19, 0.00, -0.06], [-0.50, -0.16, -0.24], [0.22, 0.25, -0.27], [0.23, 0.25, -0.06], [0.37, -0.13, -0.07], [0.14, 0.25, -0.09], [0.37, 0.14, -0.11], [-1.45, 1.50, 0.47], [-0.98, 0.61, -1.36], [0.53, -0.35, -0.28], [-0.27, 0.33, 0.11], [0.15, -0.12, -0.35], [0.39, 0.01, -0.12], [0.05, -0.26, 0.30], [-0.34, -0.09, -0.41], [-0.36, 0.50, 0.44], [0.32, -0.33, 0.60], [0.90, 0.02, -0.04], [-0.09, -0.25, 0.19], [-0.15, 0.22, -0.49], [-0.15, -0.33, -0.19], [0.20, 0.16, 0.27], [-0.63, -0.44, -0.25], [0.32, -0.01, 0.38], [-0.46, 0.55, -0.64], [-0.09, -0.37, 0.11], [0.02, -0.28, 0.63], [0.14, 0.06, -0.34], [0.27, 0.03, -0.34], [0.00, -0.33, -0.05], [-0.01, -0.24, 0.42], [-0.27, 0.07, 0.30], [0.02, 0.42, -0.07], [0.17, -0.01, 0.00], [0.17, 0.12, 0.12], [0.21, 0.16, 0.17], [-0.18, -0.01, 0.05], [-0.01, -0.05, -0.17], [0.25, -0.39, 0.34], [-0.08, -0.02, 0.23], [0.25, 0.26, -0.16]], "lowdin_charge": [-0.052, -0.260, 0.068, 0.076, 0.077, -0.140, -0.122, 0.091, 0.079, 0.062, 0.066, -0.664, 0.484, 0.452, 0.101, 0.114, 0.007, 0.007, -0.136, 0.107, -0.179, -0.042, 0.102, 0.143, 0.090, 0.094, 0.006, 0.092, -0.110, -0.036, -0.118, 0.060, -0.162, -0.024, 0.092, 0.132, 0.099, 0.099, -0.259, -0.441, -0.109, -0.159, 0.112, -0.094, 0.109, -0.048, 0.101, -0.108, -0.095, 0.112, 0.094, 0.102, 0.191, 0.425, -0.219, -0.272, -0.184, 0.023, 0.032, 0.030, 0.030, 0.038, 0.045, 0.013, 0.020, 0.011, -0.111, -0.189, -0.077, -0.828, 0.652, -0.282, -0.068, -0.119, 0.094, 0.052, 0.025, 0.077, 0.087, 0.025, 0.084, 0.091, 0.084, -0.010, 0.067, 0.088]}